Entry 1:
The following is a quantum chemistry calculation of 7 unconnected molecules or ions with the total composition C34H88N7O7 in a non-equilibrium geometry, from OMol25.

Calculated values
F_max (eV/A): 2.35
LUMO (eV): -10.22
Kohn-Sham gap (Eh): 0.3581
Charge: +5
Calculated total energy (Ha): -2256.24480
Spin multiplicity: 1

Geometry (Å):
C: 8.83064 -23.14648 7.03302
N: 8.89306 -23.33534 8.52306
C: 9.51423 -24.66922 8.72578
C: 9.71582 -22.20924 9.12331
C: 7.56114 -23.29310 9.25746
C: 6.80498 -21.96800 9.29448
O: 6.82187 -21.36600 7.99390
H: 9.74038 -23.39833 6.50427
H: 8.48304 -22.17050 6.70974
H: 8.04525 -23.83457 6.71453
H: 9.66668 -24.87034 9.78366
H: 10.47775 -24.72554 8.22043
H: 8.88306 -25.41569 8.24719
H: 9.87226 -22.38366 10.18514
H: 9.19437 -21.28496 8.90880
H: 10.66011 -22.24525 8.58024
H: 7.69582 -23.79614 10.21358
H: 6.91144 -23.99654 8.72774
H: 7.17641 -21.26279 10.04082
H: 5.72870 -22.11154 9.42818
H: 6.83363 -20.40907 8.06787
C: 15.78825 -23.95615 9.76155
N: 15.13658 -24.54568 8.51934
C: 15.73383 -25.90976 8.37755
C: 13.65196 -24.73950 8.71674
C: 15.48476 -23.71187 7.28200
C: 14.82670 -22.33407 7.21673
O: 13.42361 -22.37942 7.07349
H: 16.84872 -23.80726 9.58105
H: 15.57422 -24.63130 10.58499
H: 15.31542 -22.99863 9.97095
H: 15.45198 -26.40797 7.45278
H: 15.53021 -26.55631 9.22943
H: 16.82152 -25.81426 8.38591
H: 13.14312 -23.80541 8.92877
H: 13.58425 -25.35150 9.61594
H: 13.22215 -25.26818 7.87169
H: 15.11710 -24.29897 6.43987
H: 16.56506 -23.75496 7.40410
H: 15.22892 -21.70460 6.41413
H: 15.11700 -21.75808 8.10666
H: 13.08680 -21.48486 6.85480
C: 15.00270 -25.87292 2.94670
C: 13.69530 -25.14452 2.65105
C: 13.20503 -24.16500 3.74381
O: 12.00118 -23.52312 3.41138
C: 11.41738 -22.81943 4.51427
N: 13.78920 -24.40190 1.34498
H: 14.29004 -23.51899 1.47234
H: 14.16486 -25.00838 0.61002
H: 12.87457 -24.06808 1.01426
H: 15.68756 -25.20260 3.47876
H: 15.57493 -26.08597 2.04310
H: 14.85861 -26.75926 3.55592
H: 12.82240 -25.79846 2.61764
H: 13.96508 -23.47695 4.13253
H: 13.01683 -24.90468 4.53556
H: 10.37046 -22.61028 4.30324
H: 11.86725 -21.81920 4.55930
H: 11.60586 -23.32891 5.45656
C: 6.49347 -18.86002 5.60131
C: 7.22784 -17.80190 4.79475
C: 7.85808 -16.68050 5.55976
O: 8.27620 -15.64939 4.71767
C: 9.00208 -14.59534 5.32022
N: 8.23349 -18.48663 3.88632
H: 8.39284 -17.85157 3.10085
H: 9.11889 -18.66109 4.39156
H: 7.87682 -19.36022 3.49903
H: 6.02393 -18.42295 6.48207
H: 7.17502 -19.61265 6.01331
H: 5.75860 -19.40329 5.01007
H: 6.55293 -17.31631 4.08457
H: 8.70897 -17.05609 6.15532
H: 7.22128 -16.29171 6.36179
H: 10.01565 -14.97083 5.52155
H: 8.60338 -14.26419 6.28142
H: 9.08931 -13.74824 4.64783
C: 9.26562 -16.15473 9.19851
C: 10.78589 -16.19282 9.39669
C: 11.17393 -17.62938 9.68903
N: 12.69420 -17.73740 9.96789
C: 13.10337 -16.94136 11.19153
C: 13.49204 -17.32101 8.73029
C: 14.72158 -18.23603 8.61856
C: 14.62056 -19.18024 9.82169
C: 13.14538 -19.16630 10.20656
H: 9.00350 -15.09378 9.20408
H: 8.63219 -16.68909 9.90247
H: 8.96365 -16.45286 8.19181
H: 10.99818 -15.46960 10.18232
H: 11.27688 -15.81622 8.49993
H: 11.07958 -18.26582 8.80491
H: 10.63932 -18.16510 10.47152
H: 14.17566 -17.03472 11.32735
H: 12.51467 -17.30492 12.02827
H: 12.83930 -15.91378 10.96301
H: 13.77860 -16.29038 8.91945
H: 12.86545 -17.44533 7.85098
H: 15.60076 -17.60654 8.74066
H: 14.75033 -18.80157 7.69169
H: 15.19960 -18.87938 10.69612
H: 15.01954 -20.17283 9.61714
H: 13.01498 -19.46153 11.24620
H: 12.55245 -19.83595 9.57986
C: 11.33813 -20.30892 1.77218
C: 12.43897 -19.32398 2.21520
C: 12.00959 -17.90750 1.86538
N: 12.98518 -16.84048 2.33418
C: 13.21878 -16.84788 3.81010
C: 14.30303 -17.01560 1.57868
C: 14.99022 -15.65383 1.56996
C: 13.90897 -14.58556 1.77481
C: 12.60951 -15.38763 1.92071
H: 11.69780 -21.32200 1.96456
H: 11.15257 -20.30469 0.69791
H: 10.39719 -20.17314 2.30641
H: 13.30704 -19.59915 1.61270
H: 12.65142 -19.47676 3.27169
H: 11.11391 -17.61985 2.42369
H: 11.81241 -17.76353 0.80558
H: 13.73842 -17.75016 4.11544
H: 12.20462 -16.92937 4.20773
H: 13.62904 -15.89062 4.11204
H: 14.91239 -17.80132 2.02150
H: 14.17926 -17.31285 0.53640
H: 15.68656 -15.54964 2.40478
H: 15.59168 -15.45801 0.68600
H: 14.05954 -14.00318 2.67851
H: 13.87114 -13.94770 0.89554
H: 12.00853 -14.93427 2.70699
H: 12.01688 -15.56480 1.02568
N: 11.10985 -19.56622 6.28778
O: 12.26529 -19.90441 6.63546
O: 10.91097 -18.78505 5.32275
O: 10.11802 -20.05761 6.89553

Forces on the atoms, in the same order (eV/Å):
-1.733 -0.284 -0.522
0.610 1.452 0.512
0.240 -0.309 0.112
0.420 -0.938 -0.702
-1.249 -1.153 -1.132
-0.382 0.808 -0.452
0.809 -0.033 -0.377
0.366 -0.131 0.613
0.227 0.148 0.617
0.140 -0.100 -0.201
-0.235 -0.027 0.012
0.012 0.354 0.004
-0.164 -0.041 0.296
-0.165 -0.034 0.021
0.134 0.050 0.043
0.101 0.333 0.164
0.205 0.575 0.281
0.135 0.000 -0.231
0.029 -0.197 0.093
0.333 -0.675 0.953
-0.165 0.039 0.208
-1.017 0.321 -0.370
-0.547 -0.119 0.307
1.155 -0.389 -0.227
0.501 -0.080 1.048
-0.824 -0.635 0.548
0.626 1.052 0.604
-0.066 -0.447 -0.020
0.029 -0.223 0.054
0.282 -0.035 0.044
0.033 0.008 0.003
-0.300 0.202 0.004
-0.507 0.264 0.045
-0.029 0.156 -0.217
0.190 0.148 -0.340
-0.221 -0.186 -0.136
0.111 0.100 -0.122
0.343 -0.126 -0.074
0.122 0.759 -0.971
0.439 -0.638 -0.224
-0.151 -0.174 0.169
0.002 -0.237 0.152
0.351 1.055 0.231
-1.053 0.714 0.593
0.345 -1.067 0.720
0.037 -0.257 -0.322
0.587 0.860 -0.686
-0.852 0.343 -0.234
0.693 -0.400 -0.283
0.327 0.345 -0.063
-0.147 -0.431 0.197
-0.140 -0.007 0.197
-0.339 -0.521 -0.091
-0.064 -0.133 -0.216
0.322 -0.372 -0.837
0.131 0.194 -0.319
0.013 0.325 0.444
-0.096 -0.616 -0.023
0.236 -0.095 0.274
-0.191 -0.122 0.008
0.441 -0.231 0.557
-1.224 0.125 -0.641
1.332 0.382 1.612
-0.537 -0.184 -1.045
0.882 -0.450 0.548
0.247 0.573 -0.026
0.301 -0.057 0.054
0.146 -0.061 0.067
-0.141 0.010 0.143
-0.315 0.165 -0.265
0.261 0.101 -0.189
-0.133 0.203 -0.008
-0.233 -0.159 0.111
0.260 -0.253 -0.275
-0.667 -0.124 -0.356
0.100 0.135 0.075
-0.399 -0.022 -0.123
-0.331 -0.109 -0.174
-0.208 1.143 -1.063
-1.221 -0.521 0.343
1.880 -0.212 -0.421
0.106 -1.010 0.261
-0.563 0.237 -1.018
0.091 -0.067 0.322
0.175 0.400 1.086
-0.031 -0.175 0.406
0.021 -0.493 -0.126
-0.344 -0.115 0.323
0.337 0.025 0.315
0.210 -0.401 0.061
0.243 -0.371 0.269
0.035 -0.143 -0.057
-0.291 0.187 -0.135
0.027 0.528 0.415
-0.043 -0.034 0.183
0.181 0.008 0.137
0.207 0.112 0.331
-0.134 0.111 -0.440
-0.199 0.271 0.119
0.222 -0.244 -0.437
-0.067 0.220 -0.126
0.118 0.402 -0.226
-0.356 -0.122 -0.150
-0.299 0.254 0.030
-0.064 0.204 -0.167
0.448 -0.339 0.093
-0.564 -0.347 -1.081
-0.099 0.935 1.506
1.842 0.497 -1.375
-1.512 -0.404 -0.367
0.879 0.290 -0.321
0.739 0.446 1.099
-0.554 -0.948 -0.580
-0.529 -0.539 0.146
-0.182 -0.034 0.243
-0.086 0.406 0.004
-0.007 0.039 0.001
0.243 0.189 0.240
0.000 0.241 0.044
-0.281 -0.338 -0.175
0.233 -0.009 -0.051
0.419 0.289 0.027
0.153 0.106 0.388
0.484 -0.236 0.036
-0.171 0.057 0.325
-0.876 -0.076 0.112
0.093 -0.303 -0.050
-0.178 -0.314 -0.167
0.180 0.198 -0.164
-0.244 0.268 0.220
-0.409 -0.368 -0.097
0.102 0.584 -0.183
-1.521 -0.943 0.268
-0.010 0.689 -0.366
0.435 -0.263 0.335
0.957 0.619 -0.593

Löwdin population analysis, charges in e, atoms 1 to 4: atom 1 (C): 0.00, atom 2 (N): -0.33, atom 3 (C): 0.01, atom 4 (C): 0.02



Entry 2:
The following is a quantum chemistry calculation of a molecular structure, C22H41CaN6O7PS2Te in a non-equilibrium geometry, from OMol25.

Calculated values
Energy above the lowest of the compared OMol25 structures with the same formula, charge and spin (kcal per mole): 18.2
F_max (eV/A): 1.87
LUMO (eV): 3.73
Kohn-Sham gap (Eh): 0.2043
Charge: -2
Calculated total energy (Ha): -3801.86592
Spin multiplicity: 1

Geometry (Å):
Ca: -0.99894 -0.15354 -0.33750
N: -3.21728 0.49448 0.49620
C: -4.47355 0.36524 -0.22004
C: -4.45521 -0.94093 -1.02602
N: -3.22388 -1.09575 -1.77036
C: -3.17595 -0.61151 -3.13112
C: -2.80111 0.87275 -3.18203
N: -1.65114 1.08664 -2.32077
H: -3.12416 1.40649 0.92905
H: -3.13897 -0.19580 1.24656
H: -5.35181 0.35055 0.44157
H: -4.58338 1.22193 -0.89031
H: -4.52148 -1.76846 -0.31767
H: -5.34140 -0.98175 -1.67949
H: -2.86590 -2.03760 -1.69204
H: -2.39252 -1.16714 -3.65086
H: -4.12443 -0.76424 -3.67277
H: -2.61009 1.14255 -4.23151
H: -3.62884 1.49571 -2.83325
H: -0.88734 0.48482 -2.63006
H: -1.35698 2.05529 -2.33387
C: 3.32634 0.12580 -2.77320
C: 1.82375 0.37084 -2.88102
C: 1.53394 1.41635 -3.95551
O: 1.30673 0.76795 -1.61809
C: 1.09233 -0.96156 -3.29506
O: 1.58945 -1.57016 -4.25452
O: 0.06378 -1.24970 -2.62659
H: 3.88199 1.06834 -2.72809
H: 3.65250 -0.44215 -3.64406
H: 3.54323 -0.45509 -1.87396
H: 2.10370 2.33374 -3.77153
H: 0.47163 1.66699 -3.97194
H: 1.81091 1.01825 -4.93134
H: 1.29633 1.73295 -1.53675
S: -1.64747 -0.96287 3.02773
C: -2.00920 -2.49699 2.35998
S: -1.99102 -2.74055 0.65917
C: -2.27879 -3.59797 3.21032
C: -2.28383 -3.49972 4.61910
N: -2.30449 -3.48952 5.77701
C: -2.57461 -4.88690 2.70903
N: -2.83357 -5.96303 2.36854
C: -1.89621 4.05191 3.20359
C: -0.51339 3.46081 2.95422
O: 0.08250 3.89153 1.72118
P: -0.39658 3.15476 0.32709
O: -0.54759 1.70304 0.63222
Te: -2.09012 4.33013 -0.75878
O: 1.00400 3.43281 -0.49275
C: 2.27453 3.53456 0.15731
C: 2.63294 2.35272 1.04982
H: -2.15333 3.95883 4.26068
H: -2.64352 3.52822 2.60977
H: -1.91146 5.10346 2.91578
H: -0.56227 2.36823 2.98000
H: 0.17879 3.78530 3.73519
H: 2.29733 4.45966 0.73930
H: 3.00100 3.62640 -0.65439
H: 1.99556 2.33613 1.93337
H: 3.67527 2.43880 1.36614
H: 2.48653 1.41146 0.52112
O: 0.85022 -0.74643 0.79094
C: 1.24810 -1.68604 1.45844
C: 1.99822 -1.49109 2.75140
C: 3.46589 -1.90469 2.45640
C: 3.90937 -1.73789 0.97927
C: 3.58488 -2.92885 0.05195
C: 2.08882 -3.07343 -0.27304
N: 1.32357 -2.96316 0.96502
H: 1.56049 -2.09537 3.54690
H: 1.92333 -0.44391 3.03826
H: 3.62416 -2.94745 2.74647
H: 4.12440 -1.30174 3.08607
H: 4.99284 -1.59218 0.95987
H: 3.46473 -0.82561 0.56869
H: 3.93891 -3.84649 0.53734
H: 4.13846 -2.82150 -0.88609
H: 1.88412 -4.02818 -0.75777
H: 1.75116 -2.28240 -0.94121
H: 1.56508 -3.65705 1.65729

Forces on the atoms, in the same order (eV/Å):
-0.573 -1.646 -0.680
-0.373 0.144 0.388
-0.008 -0.143 -0.244
-0.034 0.243 0.209
0.184 -0.413 -0.189
0.041 0.207 -0.055
-0.164 -0.148 0.007
0.132 0.212 -0.498
-0.029 0.016 -0.031
-0.062 0.098 0.096
-0.012 0.025 -0.037
0.039 0.025 0.044
0.052 -0.026 -0.029
0.013 0.005 -0.023
-0.126 -0.033 -0.046
-0.012 -0.032 0.022
0.002 -0.015 0.010
-0.041 0.021 0.014
0.040 0.023 0.028
0.060 0.117 -0.352
-0.018 0.076 -0.022
-0.032 -0.086 -0.062
0.027 -0.335 -0.232
-0.034 0.014 0.047
-0.158 0.352 0.107
0.229 0.154 0.027
-0.106 0.027 0.096
-0.223 -0.013 0.164
-0.044 0.018 0.088
0.032 0.024 0.007
-0.009 0.011 -0.008
-0.024 0.004 0.037
0.010 0.005 -0.031
0.032 -0.010 0.011
0.063 -0.004 0.005
0.058 0.142 0.147
0.126 -0.263 0.143
-0.129 -0.170 -0.051
0.053 0.221 -0.301
-0.027 0.095 0.358
0.031 -0.003 -0.058
-0.114 -0.312 -0.114
0.049 0.058 0.019
0.234 -0.046 -0.217
-0.020 -0.067 0.264
-0.719 -0.185 -0.367
1.471 0.649 0.933
0.120 1.312 0.241
-0.293 0.201 -0.151
-0.559 -0.201 -0.060
0.292 -0.040 0.310
-0.211 0.028 -0.094
-0.005 -0.054 -0.031
-0.083 0.051 0.000
-0.020 0.029 0.045
0.055 0.026 -0.050
0.027 0.031 -0.073
-0.038 -0.006 -0.065
-0.073 -0.015 -0.025
0.061 -0.041 -0.014
0.020 0.012 -0.026
0.042 -0.043 -0.017
0.787 -0.495 0.289
0.262 -0.026 0.228
-0.060 0.012 0.017
0.002 0.117 -0.123
-0.018 -0.099 0.029
-0.169 0.145 -0.019
0.142 -0.047 -0.019
-0.151 0.102 -0.100
-0.013 0.014 0.022
-0.059 -0.008 -0.009
0.016 0.000 0.026
-0.014 -0.030 0.032
-0.006 0.008 0.033
0.055 0.010 -0.018
0.032 -0.020 -0.026
0.017 -0.036 0.019
-0.058 0.040 -0.014
-0.043 -0.055 -0.020
0.057 0.042 0.038

Löwdin population analysis, charges in e, atoms 1 to 4: atom 1 (Ca): 1.20, atom 2 (N): -0.09, atom 3 (C): -0.25, atom 4 (C): -0.24



Q: Look up the spin multiplicity of the second one.
A: 1



Q: What is the formula in the second record?
A: C22H41CaN6O7PS2Te



Q: Which of these has the highest charge?
A: C34H88N7O7



Q: Which formula does entry 1 have?
A: C34H88N7O7